1.
Molecular formula: C10H12O2S
Method: DFT, ωB97M-V/def2-TZVPD

Positions of all 25 atoms, in Å:
C  2.164  -1.724  -1.291
C  1.789  -1.886  -0.056
C  -1.360  2.827  1.636
C  0.089  -0.876  -1.980
C  -1.653  -0.273  -0.162
C  1.472  -0.320  -1.687
C  -0.429  -1.153  -0.526
C  -0.597  0.530  2.208
C  0.769  -0.786  0.173
C  -0.252  1.855  1.685
O  -1.429  4.003  1.859
O  1.313  0.367  -0.478
S  -2.010  -0.304  1.616
H  2.662  -2.281  -2.012
H  1.843  -2.674  0.634
H  -2.275  2.345  1.404
H  -0.550  -0.265  -2.647
H  0.201  -1.821  -2.463
H  -1.409  0.797  -0.305
H  -2.671  -0.345  -0.613
H  2.125  0.228  -2.433
H  -0.728  -2.218  -0.437
H  0.088  -0.108  2.783
H  0.492  2.297  2.332
H  0.355  1.785  0.760

Properties
Largest force on an atom = 3.91 eV Å⁻¹
HOMO level (alpha / beta) = -7.88 / -8.59 eV
HOMO-LUMO gap (alpha / beta) = 0.27989 / 0.30736 Ha
Energy above the lowest of the compared OMol25 structures with the same formula, charge and spin = 161.49 kcal per mole
Electronic energy = -25488.427 eV
Charge = 0

2.
Molecular formula: C4H5N3O
Method: DFT, ωB97M-V/def2-TZVPD

Positions of all 13 atoms, in Å:
N  -1.741  -0.947  -1.610
C  -0.745  -0.692  -0.623
N  -0.054  -1.567  0.101
C  0.799  -0.874  0.875
C  0.726  0.487  0.597
C  1.291  1.717  1.125
O  1.366  2.082  2.277
N  -0.217  0.575  -0.385
H  -2.789  -1.007  -1.211
H  -1.540  -1.911  -1.840
H  1.485  -1.488  1.532
H  1.638  2.348  0.204
H  -0.217  1.275  -1.042

Properties
Largest force on an atom = 3.36 eV Å⁻¹
HOMO level = -8.87 eV
HOMO-LUMO gap = 0.34315 Ha
Energy above the lowest of the compared OMol25 structures with the same formula, charge and spin = 42.36 kcal per mole
Electronic energy = -10745.778 eV
SMILES = Nc1ncc(C=O)[nH]1
Charge = 0

3.
Molecular formula: C20H26N2O3S
Method: DFT, ωB97M-V/def2-TZVPD

Positions of all 52 atoms, in Å:
C  7.561  1.804  0.996
O  6.317  1.970  0.365
C  5.668  0.750  0.093
C  4.342  1.081  -0.611
C  4.528  1.287  -2.112
N  3.306  0.121  -0.294
C  3.269  -1.219  -0.627
C  4.279  -1.928  -1.460
C  2.146  -1.763  -0.081
C  1.454  -0.734  0.616
C  0.219  -0.859  1.361
O  -0.348  0.064  1.924
C  -0.392  -2.244  1.397
S  -1.065  -2.671  -0.253
C  -2.320  -1.406  -0.336
C  -1.993  -0.135  -0.777
C  -2.960  0.849  -0.789
C  -4.262  0.570  -0.374
N  -5.192  1.612  -0.405
C  -6.524  1.591  -0.102
C  -7.166  2.956  -0.261
O  -7.135  0.610  0.250
C  -4.585  -0.716  0.051
C  -3.612  -1.696  0.070
C  2.212  0.422  0.458
C  1.931  1.778  0.996
H  7.962  2.802  1.157
H  8.252  1.228  0.369
H  7.452  1.292  1.960
H  6.314  0.119  -0.536
H  5.467  0.208  1.032
H  4.025  2.037  -0.184
H  4.966  0.415  -2.587
H  5.191  2.134  -2.267
H  3.570  1.498  -2.582
H  4.108  -2.998  -1.370
H  4.180  -1.664  -2.513
H  5.296  -1.714  -1.141
H  1.837  -2.783  -0.187
H  -1.214  -2.274  2.113
H  0.344  -3.012  1.625
H  -0.986  0.082  -1.099
H  -2.705  1.847  -1.120
H  -4.808  2.501  -0.696
H  -6.690  3.675  0.403
H  -7.063  3.303  -1.288
H  -8.220  2.884  -0.013
H  -5.590  -0.938  0.368
H  -3.855  -2.693  0.404
H  1.824  2.508  0.192
H  1.000  1.735  1.554
H  2.725  2.112  1.664

Properties
Largest force on an atom = 0.88 eV Å⁻¹
HOMO level = -8.06 eV
HOMO-LUMO gap = 0.32031 Ha
Energy above the lowest of the compared OMol25 structures with the same formula, charge and spin = 22.86 kcal per mole
Electronic energy = -41120.375 eV
SMILES = COC[C@@H](C)n1c(C)cc(C(=O)CSc2ccc(NC(C)=O)cc2)c1C
Charge = 0

4.
Molecular formula: C48H108AsF6O28P4S6
Method: DFT, ωB97M-V/def2-TZVPD

Positions of all 201 atoms, in Å:
As  -0.609  0.253  -0.829
F  -1.143  1.938  -1.242
F  0.975  0.861  -0.162
F  -0.047  -1.368  -0.314
F  -2.185  -0.529  -1.372
F  -0.038  0.077  -2.615
F  -1.388  0.563  0.788
C  -1.515  4.038  -6.233
C  -3.104  4.171  -6.423
C  -3.591  2.803  -6.244
S  -2.490  1.774  -7.260
O  -2.950  1.914  -8.647
O  -2.402  0.451  -6.678
C  -1.011  2.894  -7.034
H  -1.266  3.825  -5.194
H  -1.059  4.976  -6.548
H  -3.209  4.266  -7.503
H  -3.650  4.909  -5.835
H  -4.621  2.504  -6.442
H  -3.380  2.380  -5.262
H  -0.468  3.111  -7.953
H  -0.363  2.216  -6.478
C  8.000  2.384  -0.746
C  6.668  2.002  0.029
C  6.302  0.539  -0.401
S  7.162  0.105  -1.910
O  6.163  0.101  -2.942
O  8.196  -0.914  -1.717
C  7.914  1.787  -2.121
H  8.819  1.915  -0.201
H  8.170  3.460  -0.775
H  5.740  2.477  -0.289
H  6.695  2.054  1.117
H  5.248  0.296  -0.538
H  6.645  -0.129  0.389
H  7.067  2.277  -2.602
H  8.797  1.741  -2.758
C  -0.459  2.694  6.329
C  0.171  3.568  5.280
C  0.332  5.009  5.884
S  -0.694  5.173  7.335
O  -1.743  6.156  7.084
O  0.059  5.196  8.609
C  -1.553  3.545  6.994
H  0.217  2.300  7.088
H  -0.948  1.770  6.021
H  -0.369  3.422  4.344
H  1.139  3.118  5.060
H  -0.209  5.677  5.214
H  1.326  5.432  6.029
H  -2.262  3.891  6.242
H  -2.207  3.211  7.801
C  3.039  1.501  -2.986
C  2.623  2.713  -2.114
C  2.616  4.007  -3.069
S  3.076  3.463  -4.718
O  4.535  3.538  -4.814
O  2.213  4.237  -5.606
C  2.606  1.701  -4.489
H  2.670  0.633  -2.439
H  4.125  1.422  -3.041
H  3.255  2.873  -1.241
H  1.602  2.676  -1.732
H  3.261  4.845  -2.805
H  1.667  4.519  -3.230
H  3.171  1.110  -5.210
H  1.517  1.712  -4.448
C  -1.779  -4.896  1.098
C  -2.987  -4.765  2.033
C  -2.614  -4.866  3.578
S  -0.808  -4.484  3.628
O  0.027  -5.681  3.781
O  -0.405  -3.212  4.407
C  -0.707  -4.106  1.786
H  -1.839  -4.698  0.028
H  -1.593  -5.966  1.016
H  -3.715  -5.576  2.035
H  -3.436  -3.789  1.851
H  -2.770  -5.862  3.992
H  -3.150  -4.181  4.236
H  0.323  -4.311  1.495
H  -0.878  -3.030  1.787
C  2.133  -2.326  -2.393
C  1.952  -3.797  -2.194
C  3.240  -4.460  -1.608
S  4.679  -3.553  -2.388
O  5.064  -4.235  -3.602
O  5.647  -3.191  -1.401
C  3.612  -2.094  -2.823
H  2.050  -1.804  -1.440
H  1.366  -1.863  -3.014
H  1.882  -4.095  -3.240
H  1.026  -3.906  -1.629
H  3.467  -5.519  -1.723
H  3.431  -4.200  -0.567
H  3.844  -1.643  -3.788
H  4.046  -1.360  -2.143
C  6.745  0.834  5.377
C  6.489  -0.621  5.653
O  5.214  -0.931  5.326
P  4.876  -1.605  3.873
O  5.742  -1.018  2.724
O  4.827  -3.152  3.971
C  4.069  -3.777  4.965
C  4.777  -5.071  5.450
O  3.301  -1.253  3.740
C  2.888  0.071  3.385
C  2.845  0.310  1.879
H  6.327  1.374  6.227
H  7.776  1.148  5.211
H  6.178  1.051  4.472
H  7.287  -1.150  5.133
H  6.690  -0.797  6.710
H  3.723  -3.084  5.731
H  3.208  -4.141  4.404
H  3.996  -5.801  5.661
H  5.421  -5.370  4.623
H  5.359  -5.013  6.370
H  1.947  0.204  3.919
H  3.501  0.870  3.801
H  2.445  -0.430  1.186
H  2.243  1.203  1.712
H  3.868  0.566  1.604
C  -0.668  5.859  -1.591
C  -0.633  5.853  -0.061
O  -1.963  6.289  0.411
P  -2.740  5.482  1.492
O  -1.932  5.167  2.724
O  -3.968  6.543  1.637
C  -3.890  7.676  2.576
C  -3.946  9.049  1.906
O  -3.336  4.257  0.672
C  -4.667  4.211  0.101
C  -5.421  2.994  0.418
H  0.277  5.477  -1.976
H  -1.494  5.206  -1.874
H  -0.895  6.845  -1.995
H  -0.259  4.873  0.235
H  0.133  6.456  0.427
H  -4.770  7.607  3.215
H  -2.999  7.600  3.199
H  -3.076  9.520  1.451
H  -4.708  9.144  1.132
H  -4.117  9.827  2.651
H  -5.260  4.905  0.697
H  -4.505  4.535  -0.927
H  -6.403  2.961  -0.053
H  -4.882  2.132  0.026
H  -5.458  2.850  1.498
C  -1.945  -6.334  -2.148
C  -2.122  -7.389  -3.271
O  -1.075  -7.214  -4.156
P  -1.266  -6.556  -5.595
O  -2.233  -7.315  -6.417
O  -1.613  -4.976  -5.193
C  -1.608  -4.134  -6.276
C  -1.251  -2.650  -5.724
O  0.183  -6.620  -6.183
C  1.248  -5.815  -5.611
C  2.209  -6.358  -4.488
H  -0.912  -6.467  -1.827
H  -2.123  -5.293  -2.418
H  -2.498  -6.599  -1.247
H  -2.071  -8.363  -2.785
H  -3.136  -7.327  -3.663
H  -1.072  -4.389  -7.190
H  -2.625  -3.976  -6.634
H  -1.155  -2.241  -6.730
H  -2.039  -2.191  -5.127
H  -0.300  -2.511  -5.211
H  1.946  -5.463  -6.371
H  0.712  -4.896  -5.373
H  2.528  -7.361  -4.769
H  3.117  -5.787  -4.295
H  1.697  -6.572  -3.550
C  -6.780  -1.611  -1.256
C  -5.790  -1.008  -0.263
O  -6.173  -1.535  1.084
P  -6.469  -0.543  2.337
O  -7.492  0.540  2.137
O  -6.799  -1.649  3.450
C  -6.308  -1.568  4.767
C  -7.566  -1.191  5.546
O  -5.021  0.064  2.669
C  -3.800  -0.702  2.708
C  -2.952  -0.235  3.941
H  -7.704  -1.056  -1.097
H  -6.414  -1.318  -2.240
H  -6.733  -2.700  -1.279
H  -4.803  -1.324  -0.602
H  -5.743  0.076  -0.362
H  -5.898  -2.536  5.053
H  -5.624  -0.733  4.918
H  -8.081  -2.052  5.970
H  -7.139  -0.588  6.347
H  -8.249  -0.621  4.915
H  -3.792  -1.770  2.489
H  -3.147  -0.263  1.954
H  -1.961  -0.680  3.852
H  -2.887  0.851  4.001
H  -3.393  -0.549  4.887

Properties
Largest force on an atom = 5.18 eV Å⁻¹
HOMO level = -8.30 eV
HOMO-LUMO gap = 0.36473 Ha
Electronic energy = -288176.536 eV
Charge = -1

5.
Molecular formula: C3H30O12
Method: DFT, ωB97M-V/def2-TZVPD

Positions of all 45 atoms, in Å:
C  2.719  1.494  -1.632
C  1.968  2.704  -1.172
C  0.494  2.446  -0.790
O  -0.286  2.271  -1.983
H  2.200  0.517  -1.509
H  3.010  1.435  -2.674
H  3.679  1.275  -1.157
H  1.806  3.426  -2.016
H  2.520  3.242  -0.400
H  0.140  3.302  -0.200
H  0.310  1.495  -0.261
H  -0.268  3.052  -2.546
O  1.741  -1.290  2.419
H  1.177  -1.232  1.616
H  2.573  -1.668  2.106
O  0.222  -1.400  0.012
H  -0.359  -0.666  0.283
H  -0.334  -1.772  -0.704
O  -2.672  1.371  -1.147
H  -1.944  1.965  -1.402
H  -2.996  1.715  -0.311
O  3.112  -2.727  0.517
H  2.199  -2.633  0.191
H  3.483  -2.791  -0.376
O  -1.892  -1.211  2.499
H  -1.366  -1.745  3.135
H  -2.015  -1.669  1.654
O  -0.151  -3.012  2.962
H  0.706  -2.516  3.035
H  -0.165  -3.449  2.111
O  -3.418  -1.121  -0.643
H  -2.969  -0.346  -0.263
H  -2.824  -1.538  -1.270
O  1.170  2.700  2.957
H  0.757  3.262  2.295
H  2.077  2.564  2.671
O  -0.915  -2.161  -2.195
H  -0.283  -1.530  -2.618
H  -1.254  -2.845  -2.774
O  0.154  0.009  -3.245
H  -0.203  0.829  -2.806
H  -0.389  0.043  -4.044
O  -1.693  1.132  1.230
H  -2.078  0.309  1.590
H  -0.870  1.427  1.616

Properties
Largest force on an atom = 2.67 eV Å⁻¹
HOMO level = -10.41 eV
HOMO-LUMO gap = 0.38227 Ha
Energy above the lowest of the compared OMol25 structures with the same formula, charge and spin = 30.69 kcal per mole
Electronic energy = -28167.642 eV
SMILES = CCCO.O.O.O.O.O.O.O.O.O.O.O
Charge = 0

6.
Molecular formula: C11H32B2KNO2S
Method: DFT, ωB97M-V/def2-TZVPD

Positions of all 50 atoms, in Å:
K  -1.914  -1.239  1.575
C  0.743  1.219  -1.995
C  1.038  -0.332  -1.586
C  2.003  -0.891  -2.712
C  3.513  -0.548  -2.635
C  4.062  -0.741  -1.262
C  3.187  -0.117  -0.093
N  1.772  -0.436  -0.266
O  0.957  -0.228  0.882
C  3.444  1.406  -0.126
C  3.833  -0.731  1.191
C  -0.317  -1.152  -1.662
H  1.577  1.594  -2.589
H  0.593  1.906  -1.162
H  -0.195  1.326  -2.539
H  1.798  -0.420  -3.673
H  1.798  -1.949  -2.879
H  3.510  0.540  -2.702
H  4.264  -0.942  -3.320
H  5.072  -0.340  -1.189
H  4.288  -1.794  -1.093
H  2.783  1.986  0.518
H  3.211  1.827  -1.104
H  4.480  1.661  0.096
H  3.490  -1.731  1.458
H  3.787  -0.189  2.136
H  4.876  -0.832  0.892
H  -0.678  -1.110  -2.690
H  -1.088  -0.767  -0.996
H  -0.206  -2.232  -1.559
B  -1.416  -1.755  4.350
H  -0.778  -2.104  3.553
H  -1.803  -0.762  4.183
H  -2.249  -2.399  4.586
H  -0.806  -1.687  5.238
B  -1.812  1.768  2.935
H  -0.873  1.633  2.423
H  -2.127  2.758  2.641
H  -2.572  1.082  2.595
H  -1.613  1.683  3.992
C  -4.170  1.560  -0.945
S  -4.604  -0.242  -1.169
O  -3.490  -1.015  -0.469
C  -6.102  -0.211  -0.157
H  -3.229  1.679  -1.482
H  -3.945  1.732  0.108
H  -4.937  2.175  -1.415
H  -5.827  0.104  0.849
H  -6.517  -1.218  -0.110
H  -6.808  0.476  -0.624

Properties
Largest force on an atom = 4.83 eV Å⁻¹
HOMO level = 0.97 eV
HOMO-LUMO gap = 0.09660 Ha
Electronic energy = -46015.491 eV
Charge = -2

Q: largest force on an atom of number 1 (C10H12O2S)?
A: 3.91 eV Å⁻¹

Q: Which of these has the lowest largest force on an atom?
A: C20H26N2O3S